[1]
Here is a molecular structure, C22H41BrCeNP3S in a non-equilibrium geometry from the Open Molecules 2025 dataset. Energies are from ωB97M-V/def2-TZVPD.

Values from the calculation:
energy above the lowest of the compared OMol25 structures with the same formula, charge and spin: 4.2 kcal per mole
2S+1: 2
net charge: +3
orbital gap (alpha / beta): 0.2121 / 0.2139 Eh
⟨S²⟩: 0.7517
HOMO (alpha / beta): -15.52 / -15.52 eV

Cartesian coordinates (Å):
Ce  1.23912  -1.12730  -0.65111
C  1.82214  -3.54309  3.00671
C  0.20233  -4.62888  1.58276
C  -1.74324  -1.40388  -2.67116
C  -1.20390  3.55620  -3.20855
H  1.70862  -2.17298  -2.75430
H  3.18537  -0.45256  -3.27297
H  -2.80727  1.01874  -1.42100
C  -2.19177  -2.71593  -2.71796
H  -3.18004  2.11961  -0.07148
H  -1.18364  3.44788  0.80253
C  1.69543  -1.21775  -4.59317
H  -2.83001  2.50450  2.27879
H  4.06877  1.48838  2.17177
C  1.18741  -4.71664  2.57329
C  -0.85126  3.92155  -0.13896
H  1.90530  -1.37511  2.70558
C  1.49759  -2.34286  2.38902
N  0.61640  -2.30112  1.34870
C  0.59027  -2.26291  -2.67657
H  -1.65971  -4.78732  -2.60296
H  -3.76156  2.50143  -1.75162
H  0.82199  2.15702  3.14172
H  -1.51020  -0.13579  4.57337
C  2.46150  -0.22394  -4.05718
H  -1.25852  4.94615  -0.17356
H  3.75717  2.98231  0.43903
H  0.69596  3.46204  1.92538
H  2.56073  0.74419  -4.56227
H  -2.01804  4.27592  -3.39119
C  -0.18703  -3.38476  1.07972
C  0.08448  -3.54253  -2.38439
H  -3.41661  -0.51533  2.74273
H  2.24915  3.51911  -0.35440
H  0.75436  -1.05274  -5.12116
H  -0.53178  1.86267  -1.61116
H  -2.43923  -0.56731  -2.74439
P  -1.27813  0.58560  2.25069
C  -2.16550  2.02210  3.00913
P  1.91078  1.51176  1.03525
H  0.24961  3.98085  -0.13757
H  -1.24033  2.69288  -3.89750
H  2.22755  3.18420  2.77946
H  -2.77442  1.67639  3.85516
C  -0.72114  -0.21672  3.81682
H  -3.25211  -0.11146  1.01043
S  0.29199  0.46846  -2.83992
P  -1.43278  2.94273  -1.53159
H  -0.21758  4.03668  -3.32432
C  1.35270  2.68750  2.33876
Br  -0.45107  -6.20484  0.72093
H  2.59456  -3.53254  3.77656
H  -3.25393  -2.96362  -2.82416
C  -0.33766  -1.15240  -2.73076
C  2.84535  2.64256  -0.06907
H  0.17868  0.28400  4.19707
C  3.29928  0.73441  1.96312
H  0.78172  -4.32546  -2.07378
H  2.15003  -2.19011  -4.81508
H  3.74517  -0.08180  1.37597
C  -2.72153  -0.49179  1.89310
H  1.44176  -5.68937  2.98437
H  -2.36584  -1.50994  1.69156
H  2.93552  0.33114  2.91851
H  -1.44633  2.76293  3.38632
C  -1.28162  -3.76821  -2.55636
H  -0.50092  -1.27553  3.64305
H  3.12506  2.08967  -0.97673
C  -2.95426  2.06993  -1.14469
H  -1.06490  -3.22704  0.44564

---

[2]
Here is 7 unconnected molecules or ions with the total composition C16H49N5O10 in a non-equilibrium geometry from the Open Molecules 2025 dataset. Energies are from ωB97M-V/def2-TZVPD.

Values from the calculation:
energy above the lowest of the compared OMol25 structures with the same formula, charge and spin: 24.7 kcal per mole
2S+1: 1
net charge: 0
orbital gap: 0.2972 Eh
HOMO: -7.72 eV

Cartesian coordinates (Å):
H  -2.65811  0.81366  4.54441
C  2.67350  -3.41617  -0.54616
H  -3.82302  -2.12951  -0.71015
H  0.40118  -3.73934  1.98862
O  -4.62046  -1.45307  -3.33671
H  1.18972  0.80728  0.48288
H  -1.34882  1.77098  5.13489
C  5.61681  -0.26305  -0.41582
H  1.89602  3.71619  2.84924
H  -5.36014  -1.33288  -3.93674
H  1.26368  2.87615  -5.12258
C  -0.98694  -2.83713  3.27594
H  -5.49941  -0.08378  -2.25915
H  0.11873  2.04050  2.36620
H  1.75414  -3.97188  -0.36162
N  -2.49579  1.46149  1.97822
N  -0.10888  0.65190  -1.74476
H  3.45094  -0.28441  -1.81327
H  -2.22660  -3.59830  2.00383
H  1.09067  -3.23228  3.48456
H  1.76684  -1.58686  2.26403
H  3.32980  -4.07804  -1.11123
H  6.39374  -0.92588  -0.79679
H  -1.55609  0.15690  1.19473
H  -1.04691  0.35151  4.09820
C  0.99739  2.80459  -2.53552
C  1.43904  1.59423  -0.22891
O  -1.88815  -2.73443  2.25038
H  1.37966  5.02472  3.93146
C  2.41251  -1.98929  -1.10183
O  -0.03699  2.87029  -3.51956
H  2.34706  1.25309  -0.72612
H  -1.23998  -3.73091  3.84623
O  0.81175  -1.62756  2.17603
C  -3.35691  -0.38961  -1.57827
H  3.20326  -3.37021  0.40533
H  1.74178  -1.46287  -0.42278
C  -0.58993  2.85187  2.53229
O  -0.86706  -2.97203  -0.92638
H  -1.62991  -1.19630  0.27941
H  -4.32371  0.49070  -3.35046
C  1.10929  4.44342  3.04993
N  -1.71300  -3.79284  -1.28455
H  -0.33738  3.51838  -5.45109
H  -2.43567  -0.85956  -1.92259
H  1.89940  2.28923  -2.86548
H  -2.92129  2.08710  1.30914
N  1.61025  -2.00706  -2.28058
H  -0.37956  2.51996  -0.91422
H  6.03767  -0.05504  0.56790
H  -0.41333  -0.91615  1.34548
O  -3.72678  -1.21107  -0.44786
H  1.26173  3.82753  -2.26752
H  0.68687  4.56455  -4.58620
H  0.88797  5.11233  2.21826
O  -1.36347  -4.61273  -2.11998
H  0.60838  0.11269  -2.20831
H  2.00193  -2.81005  -2.75163
H  1.70256  2.51597  0.28978
O  -0.12546  3.85933  3.43793
C  0.46990  3.50463  -4.71882
C  -4.49076  -0.29537  -2.61404
H  -0.85249  3.33172  1.58947
H  -1.00395  -2.02288  4.00037
N  -1.00755  -0.49135  0.64795
H  4.30157  -1.78846  -2.03784
H  -3.27104  0.99052  2.42239
C  0.40703  -2.91205  2.69831
C  0.42839  1.91114  -1.31998
H  -2.53306  2.93618  3.41598
H  0.71479  -2.31540  -1.92963
H  -0.74777  0.90773  -2.48399
H  -3.09592  0.57613  -1.14545
C  3.73070  -1.21050  -1.31109
C  -1.68749  1.21877  4.25827
H  5.40642  0.60029  -1.04706
O  4.45327  -0.97464  -0.13334
O  -2.80624  -3.77199  -0.84529
H  -0.57182  -0.07824  -0.16419
C  -1.84867  2.16746  3.05713

---

[3]
Here is a single C3H6N2O molecule in a non-equilibrium geometry from the Open Molecules 2025 dataset. Energies are from ωB97M-V/def2-TZVPD.

Values from the calculation:
energy above the lowest of the compared OMol25 structures with the same formula, charge and spin: 107.1 kcal per mole
2S+1: 1
net charge: 0
orbital gap (alpha / beta): 0.3119 / 0.3120 Eh
HOMO (alpha / beta): -9.68 / -9.68 eV

Cartesian coordinates (Å):
C  -0.91278  -0.73692  0.47027
N  0.67976  0.99088  -0.04013
N  1.19307  -1.36238  0.03357
H  -0.48264  -1.49637  -0.39445
H  -1.31260  1.40752  0.49965
C  1.49742  -0.08633  -0.24242
C  -0.73633  0.68027  -0.07621
H  0.99611  1.84311  -0.49292
H  -0.51584  -0.85996  1.50831
H  -1.97247  -1.02895  0.44836
H  -1.12691  0.68119  -1.10122
O  2.69321  -0.03206  -0.61280